[1]
The molecule C2H4N2O3, computed with ωB97M-V/def2-TZVPD.

## Properties
- SMILES: ONC1=NOCO1
- HOMO: -8.962 eV
- Kohn-Sham gap: 9.69 eV
- Spin multiplicity: 1

Each line ends with the Mulliken charge.
Element x y z (Å)
O 0.567 -2.158 -1.043  -0.401
O -0.013 1.706 1.175  -0.177
O -0.744 0.284 -0.431  -0.334
N 0.871 0.632 1.065  -0.432
N 1.249 -0.975 -0.620  -0.167
C 0.455 -0.061 0.041  0.500
C -1.156 1.212 0.563  -0.088
H -1.869 1.933 0.025  0.214
H -1.799 0.601 1.278  0.245
H 2.012 -1.254 -0.088  0.292
H 0.427 -1.918 -1.965  0.349

***

[2]
The ion CH2NO3S with charge -1, computed with ωB97M-V/def2-TZVPD.

## Properties
- HOMO: -3.078 eV
- Net charge: -1
- Kohn-Sham gap: 6.79 eV
- Spin multiplicity: 1

Each line ends with the Mulliken charge.
Element x y z (Å)
S -1.414 0.848 0.148  -0.197
O 2.040 -0.560 0.190  -0.733
O 0.637 -2.474 -0.029  -0.477
O -1.380 2.641 0.168  -0.605
N 0.777 -0.971 0.227  0.350
C -0.259 -0.224 0.268  0.119
H 1.391 -2.660 -0.715  0.319
H -1.791 3.400 -0.257  0.224

***

[3]
A structure of composition C29H29Br60NO3, computed with ωB97M-V/def2-TZVPD.

## Properties
- HOMO: -7.991 eV
- Kohn-Sham gap: 6.02 eV
- Spin multiplicity: 1

Each line ends with the Mulliken charge.
Element x y z (Å)
Br -5.491 -5.018 0.340  -0.004
Br -7.208 -3.770 -2.072  -0.051
Br -2.183 7.185 -5.198  -0.070
Br 4.720 -5.400 -2.609  0.090
Br -0.505 -6.351 7.126  0.008
Br 1.783 8.533 -2.467  -0.027
Br -7.884 6.733 -1.203  -0.006
Br 0.141 5.774 -2.559  0.214
Br -5.095 -1.076 2.354  -0.059
Br 3.426 7.933 -8.748  -0.017
Br -0.893 -11.124 -1.245  -0.036
Br 1.867 0.279 -4.127  -0.055
Br 2.912 -10.686 3.011  -0.060
Br -9.720 8.842 -6.435  0.047
Br 5.050 1.125 -2.212  -0.042
Br 6.824 -7.824 -2.631  -0.073
Br 4.916 3.176 0.258  -0.059
Br 2.031 6.597 -5.020  0.058
Br 1.007 -0.266 11.540  -0.008
Br 6.780 -5.766 -0.168  -0.018
Br 5.725 3.269 8.057  -0.029
Br 1.920 5.238 1.239  0.030
Br -3.367 -2.328 4.758  -0.060
Br -9.950 10.770 -3.876  -0.027
Br -4.050 6.349 -2.723  0.097
Br -0.044 -8.771 -3.261  -0.034
Br 0.810 -2.614 6.820  0.040
Br 2.787 -8.712 5.545  -0.049
Br 1.347 -8.994 -0.374  0.044
Br 9.452 -6.914 -6.786  -0.027
Br -1.889 -6.114 4.230  0.244
Br 3.102 4.831 -7.983  -0.034
Br 4.329 7.177 0.373  -0.023
Br -6.127 9.421 -1.326  -0.017
Br 7.109 4.646 10.608  -0.023
Br -7.128 8.029 -4.043  0.059
Br 2.523 0.972 8.994  -0.006
Br -2.408 0.965 -3.834  -0.038
Br -7.299 8.554 -11.378  -0.003
Br -2.734 -8.481 6.227  -0.030
Br -3.735 0.389 -0.965  -0.004
Br 4.011 -2.788 6.617  -0.026
Br 2.901 3.512 -2.220  0.092
Br 5.270 2.041 10.989  -0.011
Br 1.138 6.164 -10.147  -0.011
Br -1.580 2.748 -1.293  0.074
Br 2.320 8.060 2.719  -0.055
Br 0.795 -8.271 3.062  0.299
Br -11.581 8.003 -3.955  -0.006
Br -9.464 10.927 -11.344  -0.014
Br 7.340 -4.493 -6.751  -0.007
Br 9.404 -4.859 -4.318  0.005
Br -4.008 -3.938 -2.300  -0.017
Br -2.417 9.115 -2.642  -0.014
Br 2.492 -4.022 9.165  -0.031
Br -7.417 10.584 -8.892  -0.002
Br 2.646 -2.838 -3.966  -0.123
Br 1.754 -1.235 -1.305  0.021
Br -0.679 1.137 9.193  -0.020
Br -1.908 -1.257 2.104  0.282
O 0.180 -0.918 0.064  0.182
O -1.483 -2.581 -0.373  -0.526
O 2.191 -0.058 1.191  -0.611
N -0.938 -6.821 1.416  -0.571
C -10.857 9.471 -4.996  -0.391
C -7.521 8.372 -2.175  -0.227
C -5.525 -3.727 -1.108  -0.080
C -0.355 -4.458 2.073  -0.347
C -8.430 9.680 -10.277  -0.221
C -3.411 -1.037 3.311  -0.409
C 2.934 -4.003 2.605  -0.186
C 3.194 6.576 1.826  -0.332
C 0.115 -3.075 1.454  0.361
C 1.304 -0.926 1.002  -0.002
C -0.266 -9.296 -1.407  -0.285
C 1.551 -1.409 -3.231  -0.337
C 1.220 -2.250 1.878  0.702
C 0.883 7.236 -3.594  -0.125
C 1.783 -9.563 4.119  -0.347
C 5.730 -6.658 -1.533  -0.224
C 3.791 -4.071 1.434  -0.560
C 2.482 -2.643 7.802  0.236
C 6.491 2.987 9.817  -0.310
C -2.112 -6.650 6.083  -0.386
C -3.324 7.816 -3.762  -0.184
C 0.992 1.113 10.177  -0.312
C 2.917 6.169 -9.374  -0.315
C -2.157 1.002 -1.911  0.459
C -0.478 -2.188 0.281  -0.191
C 8.357 -5.753 -5.683  -0.067
C -0.777 -5.561 0.995  0.062
C 3.916 2.269 -1.134  0.408
C 2.212 -2.633 3.093  0.011
H -5.442 -2.739 -0.656  0.098
H -8.431 8.968 -2.146  0.204
H 3.194 1.621 -0.637  -0.407
H 7.638 -6.387 -5.168  0.077
H -9.141 9.025 -9.776  0.226
H -1.280 -4.254 2.729  -0.025
H -3.321 -0.050 3.761  0.426
H 5.008 -7.290 -1.018  0.251
H 0.513 -1.679 -3.417  0.379
H 3.322 -4.525 0.482  0.071
H -1.039 -8.655 -0.984  0.279
H 3.841 6.100 2.560  0.342
H -1.355 0.302 -1.681  -0.479
H -0.935 -5.359 -0.121  0.434
H 1.050 -10.216 4.590  0.392
H 2.739 -4.951 3.219  0.405
H 7.364 2.351 9.686  0.366
H 4.902 -3.761 1.437  0.221
H 3.046 -1.849 3.229  0.336
H 0.428 -4.946 2.764  0.556
H 3.611 5.901 -10.169  0.344
H 0.047 7.750 -4.064  -0.035
H -0.757 -6.797 2.458  -0.416
H -2.887 -6.015 6.509  0.389
H 1.634 -2.820 4.071  -0.353
H -4.167 8.327 -4.225  0.178
H 1.074 2.070 10.690  0.335
H -11.701 9.982 -5.456  0.364
H 2.565 -1.686 8.314  -0.208

***

[4]
The molecule C6H12N3O4P, computed with ωB97M-V/def2-TZVPD.

## Properties
- SMILES: COP(=O)(OC)[C@@]1(NC=O)CCN=N1
- HOMO: -9.641 eV
- Kohn-Sham gap: 10.22 eV
- Spin multiplicity: 1

Each line ends with the Mulliken charge.
Element x y z (Å)
P 0.117 -1.036 -0.172  1.001
O -0.484 -1.480 -1.397  -0.763
O -0.270 -1.871 1.155  -0.399
O 1.733 -1.100 -0.077  -0.329
O 2.246 1.750 0.035  -0.448
N 0.562 1.251 1.572  -0.359
N -1.762 0.470 0.876  -0.232
N -2.622 1.016 0.211  -0.594
C -1.624 -2.342 1.179  -0.862
C -2.052 1.483 -1.104  -0.395
C 2.707 -0.996 -1.139  -0.658
C -0.384 0.668 0.313  0.980
C 1.826 1.692 1.155  0.044
C -0.549 1.660 -0.807  -1.140
H -0.051 1.393 -1.617  0.386
H 2.625 -1.866 -1.914  0.223
H 2.490 -0.120 -1.566  0.373
H 3.700 -1.060 -0.693  0.228
H -1.641 -2.980 2.055  0.290
H -2.563 2.371 -1.514  0.369
H 0.366 0.628 2.354  0.339
H -0.333 2.611 -0.601  0.621
H -2.249 0.598 -1.788  0.258
H -1.861 -2.966 0.365  0.376
H 2.505 1.915 2.113  0.294
H -2.430 -1.692 1.009  0.399

***

[5]
The molecule C19H20N2O8S, computed with ωB97M-V/def2-TZVPD.

## Properties
- SMILES: COC(=O)c1sc(N)c(C(=O)OC)c1COC(=O)[C@@H]1CC(=O)N(Cc2ccco2)C1
- HOMO: -8.030 eV
- Kohn-Sham gap: 8.64 eV
- Spin multiplicity: 1

Each line ends with the Mulliken charge.
Element x y z (Å)
S -3.150 1.246 1.697  -0.381
O -0.804 -0.764 -1.604  -0.306
O -2.189 -2.258 -0.656  -0.634
O -4.972 -0.804 0.962  -0.324
O 0.621 3.109 -0.013  -0.781
O 0.052 2.116 -1.944  -0.259
O 4.750 -0.491 -0.637  -0.367
O 0.670 0.369 2.134  -0.693
O -4.756 -0.699 -1.276  -0.637
N 1.561 -0.542 0.243  0.709
N -1.055 2.892 2.072  -0.335
C 0.758 -0.530 1.325  0.435
C 1.142 2.750 -2.595  -0.883
C -6.062 -1.695 0.794  -0.717
C 2.576 0.451 -0.020  -0.455
C 1.461 -1.743 -0.556  -1.078
C -0.135 2.389 -0.642  1.711
C 5.809 -0.781 1.297  -0.519
C -3.263 0.499 0.122  1.234
C -2.223 0.855 -0.694  -1.146
C 5.880 -0.924 -0.053  -0.543
C -1.686 2.051 1.246  0.304
C -0.001 -1.850 1.340  -1.063
C 4.538 -0.213 1.560  -0.516
C 0.135 -2.358 -0.105  0.318
C -1.320 1.767 -0.074  0.043
C -1.086 -1.815 -0.838  0.278
C 3.935 -0.050 0.348  0.083
C -1.912 0.089 -1.947  -1.289
C -4.379 -0.393 -0.170  0.300
H 6.559 -1.041 2.014  0.444
H -1.560 0.725 -2.756  0.545
H -2.774 -0.509 -2.252  0.444
H -6.417 -1.933 1.793  0.231
H 2.563 0.702 -1.084  0.170
H 1.467 -1.491 -1.618  0.401
H -6.852 -1.222 0.207  0.306
H 0.121 -3.447 -0.164  0.583
H -1.235 2.835 3.059  0.210
H 0.495 -2.519 2.046  0.421
H -0.131 3.174 1.756  0.280
H 6.650 -1.304 -0.696  0.472
H 0.772 3.600 -3.172  0.271
H 2.300 -2.420 -0.347  0.392
H 1.870 3.101 -1.861  0.407
H 4.126 0.046 2.514  0.586
H 2.322 1.331 0.577  0.435
H 1.591 2.019 -3.266  0.270
H -1.035 -1.723 1.658  0.340
H -5.730 -2.597 0.276  0.301

***

[6]
A cluster of 4 separate species, CH9O3S in total, computed with ωB97M-V/def2-TZVPD.

## Properties
- HOMO: -3.473 eV
- Net charge: -1
- Kohn-Sham gap: 7.37 eV
- Spin multiplicity: 1

Each line ends with the Mulliken charge.
Element x y z (Å)
S 0.282 0.116 -1.923  -0.681
O -0.096 0.573 2.629  -0.698
O 1.962 -0.315 0.717  -0.661
O -1.267 1.846 0.256  -0.729
C -0.731 -1.362 -1.516  -0.701
H -0.618 0.993 1.921  0.374
H 1.431 -0.208 -0.119  0.238
H 0.625 0.157 2.125  0.378
H -0.276 -2.264 -1.938  0.236
H -1.728 -1.260 -1.953  0.233
H -0.798 1.271 -0.408  0.238
H -0.739 2.651 0.237  0.294
H 2.784 -0.707 0.412  0.245
H -0.831 -1.490 -0.439  0.234

***

[7]
A cluster of 2 separate species, C7H8Br in total, computed with ωB97M-V/def2-TZVPD.

## Properties
- Expectation value of S²: 0.80
- HOMO (spin up / spin down): -7.284 / -9.319 eV
- Kohn-Sham gap (spin up / spin down): 8.00 / 8.84 eV
- Spin multiplicity: 2

Each line ends with the Mulliken charge.
Element x y z (Å)
Br 2.627 -3.205 -0.510  -0.208
C 1.839 0.190 0.798  -1.118
C 0.528 0.380 0.366  0.995
C -1.315 1.931 -0.143  -0.434
C 0.030 1.707 0.104  -0.450
C -2.175 0.840 -0.372  -0.381
C -1.694 -0.481 -0.233  -0.428
C -0.378 -0.718 0.135  -0.337
H 2.572 0.974 0.618  0.239
H 2.375 -4.343 -1.271  0.210
H 0.019 -1.733 0.255  0.181
H -2.365 -1.326 -0.410  0.341
H -3.219 1.017 -0.641  0.338
H -1.709 2.950 -0.168  0.338
H 0.745 2.531 0.138  0.307
H 2.121 -0.714 1.335  0.407

***

[8]
The ion C3H8NO2 with charge -1, computed with ωB97M-V/def2-TZVPD.

## Properties
- SMILES: N[C@@H](C[O-])CO
- HOMO: -2.553 eV
- Net charge: -1
- Kohn-Sham gap: 6.70 eV
- Spin multiplicity: 1

Each line ends with the Mulliken charge.
Element x y z (Å)
O 0.662 0.454 -2.204  -0.549
O -0.167 -1.527 1.465  -0.853
N -1.455 0.318 -0.297  -0.844
C -0.042 0.484 0.131  0.205
C 0.825 -0.189 -0.932  -0.696
C 0.200 -0.267 1.479  -0.631
H -0.279 0.579 -2.272  0.377
H 1.311 -0.111 1.731  0.238
H -0.283 0.403 2.282  0.229
H -1.476 -0.667 -0.574  0.305
H 0.217 1.540 0.228  0.279
H 0.656 -1.266 -0.993  0.305
H -2.031 0.380 0.540  0.311
H 1.863 -0.132 -0.584  0.325

***

[9]
The molecule C5H8O2, computed with ωB97M-V/def2-TZVPD.

## Properties
- SMILES: OC[C@@H]1C[C@H]2O[C@@H]12
- HOMO: -9.998 eV
- Kohn-Sham gap: 10.99 eV
- Spin multiplicity: 1

Each line ends with the Mulliken charge.
Element x y z (Å)
O 1.451 0.130 1.686  -0.458
O -1.715 -0.790 -0.434  -0.505
C 0.141 0.362 1.189  -0.880
C 0.147 0.785 -0.287  0.394
C -1.223 0.456 -0.895  -0.767
C 0.882 -0.868 0.851  0.050
C 1.136 -0.378 -0.576  -0.771
H 0.814 -1.032 -1.389  0.297
H -1.129 0.359 -1.983  0.368
H -0.611 0.604 1.940  0.459
H 2.180 -0.079 -0.706  0.310
H 0.459 1.806 -0.526  0.436
H -1.486 -0.848 0.501  0.335
H 0.797 -1.891 1.210  0.422
H -1.946 1.259 -0.689  0.309

***

[10]
A cluster of 2 separate species, C2HBrClFO in total, computed with ωB97M-V/def2-TZVPD.

## Properties
- HOMO: -11.326 eV
- Kohn-Sham gap: 9.98 eV
- Spin multiplicity: 1

Each line ends with the Mulliken charge.
Element x y z (Å)
Br -2.480 0.240 1.116  0.030
Cl -0.565 2.476 1.906  -0.032
F -1.217 1.968 -0.762  -0.445
O 1.297 0.240 1.132  -0.379
C 0.282 0.280 0.508  -0.101
C -0.866 1.170 0.889  0.567
H 0.066 -0.345 -0.374  0.359

***

[11]
A structure of composition C33H26ClN5O7Sc, computed with ωB97M-V/def2-TZVPD.

## Properties
- HOMO: -2.882 eV
- Net charge: -1
- Kohn-Sham gap: 4.88 eV
- Spin multiplicity: 1

Each line ends with the Mulliken charge.
Element x y z (Å)
Sc -0.865 -1.705 -0.979  0.851
Cl -5.355 1.020 4.472  -0.241
O -2.731 -2.166 -1.674  -0.689
O -4.595 -1.624 -2.804  -0.729
O 2.536 -2.707 -2.255  -0.679
O 0.300 -2.587 -2.342  -0.709
O 1.942 0.607 -7.525  -0.476
O 3.830 0.329 -6.253  -0.484
O -2.509 0.227 -0.605  -0.176
N 1.871 1.566 -2.060  -0.848
N -0.051 0.847 -2.882  -0.622
N 0.989 1.619 -3.041  1.097
N 0.144 0.238 -1.748  1.110
N 1.186 2.393 -4.173  -0.870
C 1.503 -2.380 -2.801  0.455
C -2.596 1.182 1.567  1.264
C 4.220 -0.175 4.741  -0.721
C 3.080 -0.773 2.303  -0.445
C 3.369 0.613 -7.564  -0.227
C 0.772 -0.656 3.247  -0.809
C 0.411 -1.470 -4.895  -0.534
C -5.048 -0.102 2.038  -1.168
C 0.268 -1.109 2.048  -0.391
C -2.321 -0.603 5.402  -0.680
C 2.776 -1.078 -4.506  -1.291
C -3.350 0.113 -1.759  -0.936
C -0.983 1.285 5.995  -0.789
C -0.069 -1.473 0.903  0.337
C 2.843 -0.265 4.627  -0.406
C -3.270 1.352 2.769  -0.782
C -3.630 -1.349 -2.121  0.678
C 4.454 -0.684 2.424  -0.819
C 2.789 -0.367 -5.676  1.408
C 1.319 0.684 -1.250  -0.716
C 5.048 -0.371 3.643  -0.465
C -2.138 0.537 6.177  -0.475
C 1.549 -1.636 -4.119  -0.028
C -1.373 -0.983 4.469  -0.345
C -0.029 0.903 5.063  -0.245
C 2.215 -0.549 3.397  0.774
C -1.287 1.865 1.302  -1.098
C -0.192 -0.247 4.275  0.329
C 0.439 -0.741 -6.088  -0.874
C -4.380 -0.297 0.837  -0.308
C 1.649 -0.201 -6.449  0.676
C -3.180 0.355 0.606  0.681
C -4.490 0.734 2.984  0.174
H -2.795 0.562 -2.586  0.355
H -0.515 -1.913 -4.555  0.585
H 2.646 -1.057 1.352  0.429
H -1.030 2.527 2.128  0.373
H 2.239 -0.136 5.516  0.528
H -0.445 -0.608 -6.697  0.420
H -2.884 0.836 6.903  0.382
H 3.719 1.594 -7.872  0.240
H 4.654 0.043 5.711  0.359
H 6.124 -0.297 3.735  0.360
H 3.708 -0.174 -8.250  0.252
H 3.650 -1.212 -3.885  0.524
H -4.807 -0.956 0.094  0.445
H -2.835 1.970 3.545  0.286
H 1.077 1.783 -4.977  0.217
H -5.991 -0.594 2.228  0.443
H 1.722 0.349 -0.307  0.772
H 0.475 3.115 -4.192  0.281
H -0.825 2.186 6.579  0.348
H -4.282 0.656 -1.615  0.518
H 5.071 -0.870 1.553  0.391
H 0.848 1.521 4.918  0.615
H -0.494 1.122 1.194  -0.167
H -1.335 2.446 0.378  0.417
H -3.221 -1.196 5.520  0.445
H -1.531 -1.867 3.863  0.424

***

[12]
The molecule C14H11F3N2O2S, computed with ωB97M-V/def2-TZVPD.

## Properties
- SMILES: O=C1CC[C@H]2S/C(=C/Nc3ccc(C(F)(F)F)cc3)C(=O)N12
- HOMO: -7.850 eV
- Kohn-Sham gap: 7.57 eV
- Spin multiplicity: 1

Each line ends with the Mulliken charge.
Element x y z (Å)
S -2.077 -0.283 2.599  -0.246
F 5.463 3.189 -3.244  -0.256
F 6.075 3.453 -1.139  -0.275
F 6.283 1.524 -2.065  -0.239
O -3.473 -3.479 -0.742  -0.597
O -1.566 -1.279 -1.068  -0.706
N -3.176 -1.555 0.545  0.159
N 0.387 0.647 -0.455  -0.052
C -3.708 -2.773 0.228  0.276
C -1.288 -0.210 1.002  0.460
C 2.528 1.734 0.215  -0.589
C -3.586 -1.075 1.851  -0.085
C -4.193 -2.332 2.544  -0.622
C -0.193 0.598 0.813  -0.646
C 3.220 1.644 -2.538  -0.919
C -1.998 -1.024 0.045  0.456
C 4.139 2.154 -1.562  -0.026
C 1.994 1.141 -2.096  -0.403
C 3.795 2.174 -0.211  -0.955
C -4.597 -3.248 1.380  -0.423
C 5.505 2.606 -2.032  0.982
C 1.637 1.188 -0.750  1.418
H 4.465 2.561 0.514  0.442
H 2.329 1.732 1.292  0.171
H -5.059 -2.102 3.177  0.328
H 3.469 1.587 -3.592  0.377
H -0.142 0.130 -1.188  0.216
H -3.387 -2.846 3.082  0.318
H 0.215 1.166 1.699  0.235
H -4.326 -0.312 1.810  0.313
H -5.666 -3.171 1.119  0.260
H 1.272 0.749 -2.808  0.353
H -4.341 -4.289 1.575  0.277

***

Energy relative to the best compared isomer or geometry (same formula, charge and spin): 5.078, 6.759, 5.143, 0.608, 0.339, 0.004, 0.000, 2.456, 2.718, 1.368, 0.037, 0.000 (eV)